#one
Entry from the OMol25 dataset: a cluster of 2 separate species, C2H4N2P2 in total (ωB97M-V with the def2-TZVPD basis set).

Computed properties:
* total charge: 0
* spin multiplicity: 1
* orbital gap (alpha / beta): 0.297 / 0.286 Ha
* HOMO energy (alpha / beta): -9.31 / -8.88 eV

Each line ends with the natural charge from an NBO analysis.
Geometry (Å):
C1 0.98180 -0.79303 0.72291  -0.18
C2 0.66694 0.54064 0.54223  -0.36
N1 2.25206 -1.04973 0.64832  -0.22
N2 2.94048 0.03717 0.42755  -0.61
P1 2.07688 1.49769 0.29888  0.67
P2 -1.94782 1.68966 -0.76316  0.17
H1 0.26980 -1.60309 0.63620  0.22
H2 3.85994 0.01902 0.10503  0.40
H3 -2.78194 1.22621 0.44679  -0.02
H4 -2.13170 0.47058 -1.24219  -0.07

---

#two
Entry from the OMol25 dataset: a structure of composition C2H4N2P2 (ωB97M-V with the def2-TZVPD basis set).

Computed properties:
* total charge: 0
* spin multiplicity: 1
* orbital gap (alpha / beta): 0.262 / 0.262 Ha
* HOMO energy (alpha / beta): -7.80 / -7.81 eV

Each line ends with the natural charge from an NBO analysis.
Geometry (Å):
C1 -0.65314 -0.84131 -0.13789  -0.14
C2 0.17878 0.14712 -0.48299  -0.52
N1 -0.93975 -1.18069 1.03912  -0.27
N2 -0.19089 -0.49660 2.01278  -0.69
P1 0.89237 0.74229 1.77765  0.65
P2 1.02735 0.63392 -1.94696  0.33
H1 -1.14395 -1.47287 -0.83303  0.23
H2 -0.53755 -0.89799 2.98194  0.44
H3 1.38457 1.97168 -1.57946  0.00
H4 -0.01780 1.39445 -2.83117  -0.02

---

Quick one: least stable of them? #one